The following is a quantum chemistry calculation of a 2-piece molecular cluster, C19H29F9NO10S2 overall, from OMol25.

The value obtained for the HOMO energy is -0.19613 hartree. The value obtained for the lowest unoccupied orbital energy is 1.894 eV. For the total energy, the calculation gives -88267.624 eV.

```
! wB97M-V def2-TZVPD RIJCOSX def2/J DEFGRID3
* xyz -1 1
C 3.61 -2.03 -0.01
C 2.93 -2.26 -1.39
O 3.59 -2.07 -2.35
O 1.61 -2.71 -1.47
C 0.81 -1.52 -1.83
C -0.09 -1.24 -0.60
C -1.09 -0.03 -0.81
C -0.38 1.26 -1.34
N -0.44 2.43 -0.45
C 0.07 2.18 0.92
C -1.04 1.85 1.97
C -0.69 2.39 3.39
C -1.59 1.68 4.44
C -0.95 0.32 4.87
S 0.41 0.53 6.06
O 0.90 1.89 6.10
O -0.02 0.06 7.36
O 1.59 -0.51 5.60
C 1.29 1.18 1.04
O 1.24 0.40 2.03
O 2.28 1.17 0.28
C 0.10 3.60 -1.00
F -0.10 3.70 -2.37
F 1.48 3.68 -0.88
C -0.58 4.94 -0.43
F -1.26 5.58 -1.43
F -1.49 4.69 0.54
C 0.44 5.99 0.13
F 1.21 5.52 1.14
F -0.32 6.98 0.71
C 1.35 6.72 -0.95
F 1.37 6.15 -2.15
F 2.58 6.86 -0.42
F 0.87 7.98 -1.13
H 2.95 -2.28 0.85
H 4.50 -2.70 0.05
H 3.99 -1.00 0.07
H 1.54 -0.71 -2.04
H 0.21 -1.75 -2.75
H 0.46 -1.19 0.36
H -0.77 -2.14 -0.52
H -1.80 -0.41 -1.59
H -1.69 0.10 0.10
H -0.87 1.46 -2.33
H 0.69 1.10 -1.61
H 0.47 3.16 1.29
H -1.18 0.75 2.04
H -2.01 2.29 1.62
H 0.38 2.21 3.63
H -0.89 3.49 3.38
H -2.58 1.43 4.00
H -1.80 2.33 5.32
H -1.73 -0.34 5.32
H -0.57 -0.21 3.97
H 2.15 -0.08 4.92
O -2.33 -3.80 -2.67
S -2.44 -5.18 -3.03
O -2.43 -6.22 -2.04
O -1.34 -5.52 -4.15
C 0.03 -5.23 -3.85
C 0.63 -6.23 -2.89
C -3.87 -5.40 -4.05
H 0.14 -4.21 -3.47
H 0.57 -5.27 -4.80
H 0.17 -6.16 -1.91
H 1.70 -6.06 -2.78
H 0.47 -7.25 -3.26
H -3.86 -4.64 -4.83
H -4.74 -5.28 -3.42
H -3.84 -6.40 -4.48
*
```


The following is a quantum chemistry calculation of C19H29FN2O5S in the gas phase, from OMol25.

The SMILES is O=C(NC[C@H]1C[C@@H]2CC[C@H]1N2C(=O)[C@H]1CCS(=O)(=O)C1)[C@@H](F)C1CCOCC1. The value obtained for the HOMO energy is -0.35337 hartree. The energy relative to the best compared isomer or geometry (same formula, charge and spin) is 2.57 kcal per mole. The value obtained for the lowest unoccupied orbital energy is 0.452 eV. For the total energy, the calculation gives -46944.949 eV.

```
! wB97M-V def2-TZVPD RIJCOSX def2/J DEFGRID3
* xyz 0 1
O 0.32 1.01 -2.79
C -0.04 0.03 -2.17
N 0.76 -0.82 -1.48
C 2.16 -0.63 -1.15
C 2.66 0.81 -1.19
C 1.88 1.73 -0.22
C 2.94 2.14 0.81
C 3.89 3.17 0.17
C 4.66 2.30 -0.86
C 4.09 0.89 -0.61
N 3.78 0.94 0.83
C 4.54 0.59 1.90
O 4.40 1.11 2.99
C 5.58 -0.53 1.69
C 6.11 -0.99 3.05
C 5.00 -1.81 3.71
S 4.15 -2.64 2.36
O 4.47 -4.05 2.35
O 2.77 -2.22 2.31
C 5.03 -1.80 1.04
C -1.53 -0.31 -2.10
F -1.69 -1.66 -1.78
C -2.25 0.52 -1.04
C -2.17 2.02 -1.31
C -2.99 2.78 -0.28
O -4.34 2.35 -0.26
C -4.45 0.98 0.06
C -3.72 0.11 -0.95
H 0.29 -1.59 -1.04
H 2.29 -1.01 -0.13
H 2.78 -1.24 -1.82
H 2.64 1.19 -2.21
H 1.44 2.59 -0.72
H 1.07 1.18 0.27
H 2.57 2.40 1.80
H 3.34 3.99 -0.30
H 4.56 3.58 0.91
H 4.49 2.61 -1.90
H 5.73 2.32 -0.67
H 4.75 0.08 -0.90
H 6.38 -0.12 1.08
H 6.99 -1.62 2.89
H 6.39 -0.15 3.68
H 5.35 -2.57 4.40
H 4.27 -1.16 4.19
H 4.33 -1.67 0.23
H 5.85 -2.46 0.73
H -1.96 -0.15 -3.09
H -1.77 0.31 -0.08
H -1.14 2.38 -1.29
H -2.56 2.24 -2.31
H -2.55 2.63 0.72
H -3.01 3.84 -0.49
H -4.03 0.80 1.07
H -5.51 0.75 0.09
H -4.19 0.23 -1.93
H -3.81 -0.94 -0.67
*
```


The following is a quantum chemistry calculation of C19H29FN2O5S in the gas phase, from OMol25.

The SMILES is O=C(NC[C@H]1C[C@@H]2CC[C@H]1N2C(=O)[C@H]1CCS(=O)(=O)C1)[C@@H](F)C1CCOCC1. The value obtained for the HOMO energy is -0.35792 hartree. The energy relative to the best compared isomer or geometry (same formula, charge and spin) is 4.36 kcal per mole. The value obtained for the lowest unoccupied orbital energy is 0.372 eV. For the total energy, the calculation gives -46944.872 eV.

```
! wB97M-V def2-TZVPD RIJCOSX def2/J DEFGRID3
* xyz 0 1
O 0.29 -0.50 -1.65
C 0.44 -0.09 -0.52
N -0.57 0.46 0.22
C -1.92 0.54 -0.29
C -2.45 1.97 -0.38
C -1.50 2.93 -1.15
C -2.39 3.44 -2.29
C -3.48 4.36 -1.73
C -4.43 3.35 -1.03
C -3.72 2.02 -1.26
N -3.16 2.23 -2.61
C -2.68 1.32 -3.49
O -1.79 1.60 -4.29
C -3.38 -0.02 -3.60
C -4.25 0.01 -4.90
C -3.47 -0.68 -6.00
S -2.79 -2.09 -5.15
O -3.89 -2.96 -4.80
O -1.64 -2.63 -5.82
C -2.34 -1.15 -3.71
C 1.79 -0.16 0.20
F 1.77 -1.35 0.93
C 2.95 -0.14 -0.75
C 3.01 1.20 -1.50
C 4.25 1.25 -2.37
O 5.43 1.05 -1.62
C 5.43 -0.22 -0.99
C 4.28 -0.37 -0.02
H -0.37 0.73 1.17
H -1.88 0.10 -1.28
H -2.59 -0.07 0.33
H -2.67 2.34 0.62
H -1.11 3.74 -0.52
H -0.65 2.38 -1.56
H -1.85 3.82 -3.16
H -3.06 5.10 -1.05
H -3.99 4.89 -2.53
H -4.57 3.56 0.03
H -5.41 3.35 -1.50
H -4.36 1.14 -1.18
H -4.04 -0.20 -2.75
H -5.18 -0.53 -4.72
H -4.50 1.04 -5.17
H -4.07 -1.03 -6.84
H -2.63 -0.08 -6.35
H -1.34 -0.76 -3.88
H -2.33 -1.83 -2.86
H 1.88 0.65 0.94
H 2.79 -0.94 -1.48
H 2.12 1.33 -2.12
H 3.05 2.02 -0.78
H 4.18 0.48 -3.16
H 4.35 2.22 -2.86
H 5.38 -1.01 -1.76
H 6.39 -0.30 -0.48
H 4.39 0.37 0.78
H 4.30 -1.36 0.43
*
```


The following is a quantum chemistry calculation of C19H29MoN6O2S3 as an isolated structure, from OMol25.

The value obtained for the HOMO energy (alpha / beta) is -0.56776 / -0.56874 hartree. The value obtained for the lowest unoccupied orbital energy (alpha / beta) is -11.182 / -10.773 eV. For the total energy, the calculation gives -67545.786 eV.

```
! wB97M-V def2-TZVPD RIJCOSX def2/J DEFGRID3
* xyz 3 3
Mo 0.00 0.03 0.18
C 2.46 0.95 -1.59
C 1.75 -0.15 -2.37
N 0.31 -0.19 -2.00
C -0.58 0.72 -2.77
C -0.49 2.18 -2.35
S -0.59 2.39 -0.52
C 1.00 3.22 -0.10
C 2.09 2.29 0.44
N 2.02 0.93 -0.16
H 3.54 0.82 -1.66
H 2.23 1.92 -2.01
H 1.88 0.01 -3.44
H 2.19 -1.12 -2.12
H -0.01 -1.13 -2.25
H -0.35 0.66 -3.84
H -1.60 0.36 -2.63
H 0.40 2.68 -2.70
H -1.35 2.72 -2.75
H 1.31 3.77 -0.99
H 0.74 3.96 0.66
H 3.06 2.74 0.24
H 1.99 2.18 1.52
H 2.70 0.36 0.35
O -4.29 -0.73 -0.85
C -4.23 -2.08 -0.77
C -5.36 -2.78 -1.18
C -5.39 -4.15 -1.09
C -4.30 -4.87 -0.59
C -3.17 -4.20 -0.21
C -3.09 -2.79 -0.31
C -1.86 -2.14 0.04
O -1.68 -0.81 -0.12
N -0.83 -2.80 0.51
N 0.27 -2.00 0.70
C 1.20 -2.61 1.44
S 2.74 -1.88 1.70
C 3.52 -3.43 2.28
C 2.47 -4.18 3.07
S 0.90 -4.14 2.13
H -3.50 -0.32 -0.51
H -6.21 -2.22 -1.54
H -6.28 -4.69 -1.40
H -4.35 -5.95 -0.51
H -2.31 -4.74 0.16
H 4.39 -3.17 2.88
H 3.83 -3.98 1.40
H 2.28 -3.73 4.05
H 2.75 -5.22 3.21
C -0.04 0.51 5.52
N -0.55 1.23 4.34
C -1.48 2.35 4.61
C -0.29 0.87 3.15
N -0.04 0.55 2.04
H -0.84 -0.09 5.96
H 0.28 1.24 6.26
H 0.80 -0.12 5.26
H -2.32 1.98 5.20
H -1.87 2.76 3.68
H -0.97 3.12 5.17
*
```